{"formula": "C31H51BrHgN2OP2", "method": "wB97M-V/def2-TZVPD", "e_tot_ev": -130781.455, "homo_energy_ev": [-12.23, -12.66], "orbital_gap_ha": [0.1379, 0.1544], "de_lowest_kcal_mol": 0.0, "charge": 2, "symbols": ["N", "C", "C", "C", "C", "C", "C", "Hg", "P", "C", "C", "C", "C", "C", "C", "C", "Br", "H", "H", "H", "H", "H", "H", "H", "H", "H", "H", "P", "C", "C", "H", "H", "H", "H", "H", "C", "C", "H", "H", "H", "H", "H", "C", "C", "H", "H", "H", "H", "H", "C", "C", "H", "H", "H", "H", "H", "C", "C", "H", "H", "H", "H", "H", "C", "C", "H", "H", "H", "H", "H", "O", "C", "C", "C", "C", "C", "C", "N", "H", "H", "H", "H", "H", "H", "H", "H", "H", "H", "H"], "positions_angstrom": [[-5.4350, -0.4420, -9.0189], [-4.4142, -1.3016, -8.9924], [-3.4956, -1.3076, -7.9339], [-3.6648, -0.4207, -6.8489], [-4.7367, 0.5030, -6.9415], [-5.6071, 0.4470, -8.0395], [-2.8288, -0.5075, -5.6700], [-0.0729, -0.4057, 0.8122], [-1.1951, -1.6656, 5.9021], [-3.2175, 0.0034, -4.4822], [-2.4234, -0.1365, -3.3204], [-3.0791, -0.0160, -2.0830], [-2.3698, -0.2003, -0.9156], [-1.0023, -0.4425, -1.0297], [-0.3172, -0.5775, -2.2174], [-1.0453, -0.4262, -3.3971], [1.5117, -1.2591, 2.5681], [-1.9152, -1.0889, -5.7814], [-4.2022, 0.4449, -4.3602], [-2.6782, -2.0324, -7.9494], [-4.9022, 1.2622, -6.1717], [-4.3192, -2.0005, -9.8279], [-6.4487, 1.1403, -8.1179], [-4.1500, 0.2060, -2.0818], [-0.5583, -0.5096, -4.3701], [-2.8684, -0.1227, 0.0533], [0.7587, -0.7612, -2.2396], [-0.0106, 2.2562, 0.8783], [-1.1241, -3.0580, 4.6993], [-1.8878, -4.2920, 5.2270], [-0.0668, -3.3106, 4.5372], [-1.5325, -2.7233, 3.7351], [-1.6106, -5.1892, 4.6565], [-1.6465, -4.4751, 6.2843], [-2.9742, -4.1553, 5.1349], [-2.6177, -0.6278, 5.3743], [-3.2176, 0.1905, 6.5310], [-3.3763, -1.3228, 4.9843], [-2.2972, 0.0244, 4.5482], [-4.2002, 0.5861, 6.2431], [-3.3554, -0.4358, 7.4224], [-2.5783, 1.0410, 6.7989], [0.2833, -0.6005, 5.6854], [1.4567, -1.0687, 6.5637], [0.0075, 0.4365, 5.9401], [0.5871, -0.6182, 4.6166], [2.2911, -0.3547, 6.5013], [1.1413, -1.1325, 7.6150], [1.8251, -2.0520, 6.2366], [1.4665, 3.0311, 1.6361], [1.8606, 4.4243, 1.1344], [2.2851, 2.3098, 1.4729], [1.2771, 3.0681, 2.7225], [2.3366, 4.3786, 0.1478], [1.0029, 5.1070, 1.0807], [2.5850, 4.8658, 1.8289], [-1.4114, 2.6144, 2.0121], [-2.7413, 2.9915, 1.3635], [-1.0697, 3.3977, 2.7076], [-1.5313, 1.6869, 2.5984], [-2.7793, 4.0631, 1.1302], [-2.9415, 2.4196, 0.4480], [-3.5577, 2.7826, 2.0644], [-0.3166, 3.0784, -0.7220], [0.7895, 2.8911, -1.7625], [-0.4901, 4.1454, -0.5276], [-1.2558, 2.6673, -1.1124], [0.3323, 2.7787, -2.7552], [1.4538, 3.7653, -1.8137], [1.4064, 1.9957, -1.5832], [2.5770, -0.0295, -0.8461], [3.7623, -0.4004, -0.8503], [4.3496, -1.2927, 0.2273], [4.8684, -2.6297, -0.2935], [6.3052, -2.5592, -0.8187], [6.4430, -1.7170, -2.0831], [6.0589, -0.2511, -1.8989], [4.6138, -0.0261, -1.8362], [5.1442, -0.7194, 0.7318], [3.5385, -1.4635, 0.9481], [4.8383, -3.3486, 0.5354], [4.2000, -3.0341, -1.0699], [6.9710, -2.1720, -0.0328], [6.6431, -3.5790, -1.0326], [7.4915, -1.7376, -2.4003], [5.8547, -2.1595, -2.8987], [6.5477, 0.1454, -0.9948], [6.4363, 0.3238, -2.7515], [4.2354, 0.6871, -2.4643]], "forces_ev_per_a": [[-0.307, -0.132, -0.443], [0.134, 0.640, 0.798], [-0.067, -0.080, 0.058], [-1.005, 0.113, -1.151], [-0.098, -0.171, -0.188], [1.001, -0.329, 0.519], [-0.406, 0.163, -0.275], [1.718, -0.435, -0.180], [0.276, 1.140, -2.607], [0.027, -0.185, -0.933], [0.284, -0.125, 0.448], [-0.143, -0.081, 0.457], [-0.691, 0.745, -0.712], [-0.372, -0.489, 1.592], [0.195, 0.489, -1.343], [0.330, -0.188, 0.716], [-0.411, 0.096, -0.035], [-0.131, 0.165, 0.143], [0.138, -0.057, -0.128], [-0.214, 0.238, 0.118], [0.083, -0.305, -0.293], [-0.066, 0.277, 0.283], [0.274, -0.277, -0.064], [0.344, -0.184, 0.071], [-0.101, -0.005, 0.388], [0.166, 0.019, -0.323], [-0.311, 0.157, 0.067], [-0.116, 0.681, -0.218], [0.259, -0.699, 0.664], [-0.122, -0.093, 0.016], [-0.195, 0.203, 0.119], [0.071, 0.251, 0.299], [-0.097, 0.331, 0.142], [-0.096, -0.063, -0.352], [0.291, -0.059, 0.096], [-0.623, -0.421, 0.697], [-0.070, 0.160, 0.061], [0.210, 0.141, 0.056], [0.216, -0.273, 0.158], [0.293, -0.087, 0.075], [-0.033, 0.219, -0.220], [-0.125, -0.224, -0.010], [0.263, 0.108, 0.901], [0.133, 0.022, 0.079], [-0.115, -0.382, 0.031], [-0.549, -0.241, 0.415], [-0.291, -0.264, -0.026], [0.247, -0.014, -0.281], [-0.082, 0.269, 0.147], [0.467, -0.517, 0.251], [-0.061, 0.150, -0.175], [-0.134, 0.300, 0.158], [0.027, -0.203, -0.339], [-0.184, 0.019, 0.249], [0.185, -0.121, 0.023], [-0.145, -0.134, -0.132], [0.075, -0.126, 0.270], [-0.260, 0.082, -0.040], [-0.138, -0.231, -0.160], [0.040, 0.361, -0.006], [0.036, -0.315, -0.075], [0.036, 0.148, 0.203], [0.126, 0.100, -0.154], [-0.320, -0.037, -0.041], [0.400, -0.126, -0.416], [-0.043, -0.184, 0.071], [0.105, 0.051, 0.186], [0.167, 0.041, 0.264], [-0.198, -0.314, 0.093], [-0.192, 0.244, -0.029], [0.185, -0.050, 0.055], [0.406, 0.003, -0.111], [-0.748, 0.299, 0.114], [0.390, -0.326, 0.138], [-0.180, -0.257, -0.122], [0.273, -0.035, -0.001], [0.146, -0.179, 0.067], [-0.653, 0.747, -0.129], [-0.109, -0.251, -0.052], [0.407, 0.157, -0.282], [0.000, 0.136, -0.142], [0.122, 0.165, 0.162], [-0.167, -0.016, -0.127], [0.023, 0.136, 0.005], [-0.111, -0.014, -0.013], [0.063, 0.145, 0.127], [-0.103, -0.026, -0.206], [-0.187, -0.048, 0.209], [0.138, -0.534, 0.280]]}